1.
C43H41HfN2O4Sb2 as an isolated structure in a non-equilibrium geometry. Source: OMol25; level of theory: wB97M-V/def2-TZVPD.

```
! RIJCOSX wB97M-V def2-TZVPD def2/J DEFGRID3
* xyz 1 1
Hf -12.32 17.16 4.19
Sb -12.32 14.02 5.46
Sb -12.99 17.29 7.09
O -10.93 16.13 3.04
O -12.55 19.11 4.70
O -9.53 13.99 2.18
O -14.02 16.65 3.65
N -12.66 19.79 2.55
N -12.40 18.45 2.39
C -12.90 12.32 4.32
C -8.85 18.14 9.46
C -7.93 12.80 7.35
C -16.00 20.92 8.26
C -14.36 18.81 7.56
C -9.32 14.15 5.80
C -13.15 12.57 2.99
C -10.75 15.27 -1.06
C -10.33 12.57 7.35
C -14.57 23.39 3.63
C -13.33 14.40 8.41
C -13.71 13.77 7.08
C -12.99 21.93 5.40
C -8.94 17.04 8.62
C -15.78 20.66 6.92
C -8.45 13.19 1.81
C -14.75 19.03 8.85
C -14.01 10.31 2.75
C -10.43 13.55 6.27
C -10.05 14.55 -0.11
C -10.15 16.88 7.82
C -10.78 15.92 1.74
C -11.15 17.86 7.96
C -13.22 21.41 4.12
C -13.72 15.87 8.52
C -11.02 18.99 8.78
C -13.46 23.17 5.83
C -11.37 16.78 0.78
C -8.07 13.65 6.28
C -14.28 23.90 4.91
C -13.16 11.10 4.88
C -11.31 16.47 -0.61
C -14.94 19.60 6.57
C -9.06 12.24 7.91
C -13.69 11.56 2.20
C -13.73 10.08 4.08
C -15.57 20.06 9.23
C -11.91 18.08 1.21
C -15.23 16.71 2.81
C -9.78 19.18 9.37
C -12.80 20.05 3.76
C -14.05 22.13 3.24
C -10.06 14.81 1.23
H -12.46 21.25 6.06
H -8.91 11.66 8.87
H -13.22 16.39 9.39
H -10.33 15.95 7.24
H -9.42 14.92 5.05
H -12.96 13.56 2.59
H -11.85 19.64 8.97
H -14.25 21.73 2.22
H -14.40 18.37 9.67
H -14.44 9.52 2.12
H -11.63 17.24 -1.32
H -9.55 13.61 -0.30
H -13.93 11.75 1.16
H -11.89 18.81 0.45
H -15.71 20.25 10.27
H -11.20 12.14 7.80
H -7.10 13.94 5.92
H -13.87 13.95 9.23
H -8.08 12.68 2.65
H -14.70 19.38 5.53
H -14.94 16.95 1.79
H -15.98 17.43 3.21
H -15.71 15.77 2.79
H -10.74 15.05 -2.09
H -14.64 24.86 5.16
H -12.97 10.92 5.91
H -15.13 24.06 2.99
H -7.65 13.74 1.29
H -16.34 21.24 6.15
H -7.90 18.28 9.94
H -13.19 23.51 6.77
H -14.01 9.05 4.42
H -14.62 14.25 6.73
H -13.93 12.74 7.27
H -14.82 15.91 8.46
H -16.62 21.74 8.55
H -8.22 16.20 8.51
H -9.58 20.07 10.03
H -8.82 12.40 1.14
H -6.93 12.40 7.64
H -12.33 14.16 8.64
*
```

Properties
- Orbital gap: 7.79 eV
- Electronic energy: -2601.93772 Ha
- E_HOMO: -10.59 eV
- F_max: 3.77 eV Å⁻¹

=====

2.
C43H41N3O7PReS as an isolated structure in a non-equilibrium geometry. Source: OMol25; level of theory: wB97M-V/def2-TZVPD.

```
! RIJCOSX wB97M-V def2-TZVPD def2/J DEFGRID3
* xyz 1 2
Re -0.41 0.85 -1.24
S -1.84 2.98 1.06
P 0.84 -0.47 0.36
O -0.94 1.95 0.41
O -1.15 4.25 1.12
O -2.57 -0.31 -0.26
O -3.13 2.96 0.43
O -2.00 -1.66 -1.90
O 1.19 2.57 -1.56
O -3.40 -4.01 -2.32
N -0.30 -0.29 -2.92
N -0.04 -1.68 -3.00
N -1.43 2.02 -2.75
C -2.42 0.55 4.20
C 0.66 3.92 -1.49
C -1.97 -3.41 0.74
C 0.01 -2.01 0.85
C 2.54 -1.08 0.02
C 1.57 4.84 -0.70
C -1.78 2.70 5.06
C -0.91 -6.61 -2.38
C -0.66 0.22 -4.06
C -1.98 2.36 2.70
C -1.29 1.51 -4.00
C 3.58 -0.91 0.93
C -1.70 3.20 3.77
C -0.94 -2.37 -2.44
C -1.27 -2.26 0.36
C 1.26 0.72 4.29
C -2.74 3.79 -3.67
C -2.19 0.83 6.70
C 0.29 -5.89 -2.40
C -2.34 1.04 2.91
C 1.81 1.98 4.13
C -2.15 3.14 -2.60
C -1.37 -4.33 1.58
C -2.58 3.29 -4.95
C 1.98 2.50 2.85
C -2.12 -5.95 -2.36
C 4.03 -2.32 -1.41
C 2.21 2.46 -2.57
C 1.11 0.47 1.90
C 1.64 1.75 1.74
C 2.84 1.09 -2.55
C -1.85 2.13 -5.12
C -1.96 -1.30 -0.55
C -2.16 -4.56 -2.35
C -0.97 -3.83 -2.39
C 0.61 -2.96 1.68
C -0.08 -4.11 2.04
C 5.06 -2.17 -0.48
C -2.13 1.37 5.29
C 2.78 -1.78 -1.16
C 0.25 -4.52 -2.43
C 0.91 -0.04 3.18
C 4.83 -1.45 0.68
H -2.22 -0.26 6.70
H 1.58 4.55 0.35
H 3.35 0.92 -1.60
H 5.62 -1.32 1.40
H 2.08 2.56 5.00
H -2.57 0.40 2.06
H -0.89 -7.69 -2.39
H 2.09 0.32 -2.68
H 2.39 3.49 2.72
H 0.40 -4.83 2.69
H -2.30 3.50 -1.59
H -0.60 -0.37 -4.96
H -2.97 -3.58 0.37
H -2.70 -0.48 4.37
H -3.08 1.20 7.21
H 1.19 5.85 -0.77
H -3.36 -3.04 -2.34
H 1.61 -2.79 2.05
H 6.03 -2.60 -0.67
H 4.21 -2.87 -2.33
H -1.91 -5.22 1.87
H 1.77 2.16 0.75
H 0.46 -1.01 3.32
H -1.33 1.16 7.27
H 1.99 -1.90 -1.89
H 1.17 -3.95 -2.46
H -1.57 3.34 5.90
H 1.24 -6.41 -2.41
H -3.04 3.78 -5.80
H 2.96 3.22 -2.39
H -0.29 3.86 -0.98
H -3.06 -6.48 -2.38
H -3.31 4.69 -3.49
H 1.11 0.31 5.28
H 3.57 1.01 -3.35
H 2.60 4.84 -1.08
H 1.75 2.66 -3.55
H 0.51 4.28 -2.51
H -1.42 4.22 3.58
H -1.71 1.68 -6.09
H 3.42 -0.35 1.85
*
```

Properties
- Orbital gap (spin up / spin down): 6.92 / 6.17 eV
- Electronic energy: -3171.73757 Ha
- E_HOMO (spin up / spin down): -10.45 / -10.25 eV
- F_max: 1.09 eV Å⁻¹

=====

3.
C43H42F2N2O4RuS as an isolated structure in a non-equilibrium geometry. Source: OMol25; level of theory: wB97M-V/def2-TZVPD.

```
! RIJCOSX wB97M-V def2-TZVPD def2/J DEFGRID3
* xyz -1 2
Ru 0.39 0.51 1.17
S 0.36 0.47 3.79
F 2.30 0.75 -5.80
F -2.93 4.82 5.17
O -3.69 0.87 0.06
O -1.65 0.59 0.82
O 0.29 -0.01 -1.26
O 0.34 -1.69 1.18
N 2.49 0.95 1.61
N -2.83 0.54 -3.82
C 2.85 1.50 -0.75
C -2.25 -2.92 1.73
C 2.07 0.69 3.98
C -2.49 0.67 -0.12
C -0.95 -5.03 1.69
C -0.67 0.32 -2.00
C -3.02 0.61 -2.48
C 1.43 -3.79 1.04
C -1.54 0.57 -4.33
C -3.99 0.62 -4.68
C 3.92 0.72 5.55
C 3.37 1.16 0.60
C -0.05 3.74 3.26
C 1.35 -5.16 1.15
C -1.32 0.66 -5.71
C -2.47 0.58 -6.68
C 0.27 -2.96 1.27
C -0.02 0.75 -6.19
C -0.80 4.27 4.28
C 1.04 0.69 -5.30
C 2.66 -2.36 -0.61
C -4.41 2.08 -4.84
C 4.81 0.83 4.50
C 2.57 0.65 5.29
C -2.02 0.52 -1.56
C -2.66 -2.41 0.35
C -0.45 0.49 -3.43
C 0.18 2.65 1.03
C 2.96 0.84 2.89
C -2.81 3.81 3.03
C 3.23 -2.31 1.86
C -0.65 3.22 2.10
C 0.18 -5.80 1.48
C -3.67 -0.07 -6.00
C 4.74 1.11 0.81
C 2.75 -3.16 0.69
C -2.04 3.29 2.00
C 4.36 0.88 3.18
C 0.85 0.54 -3.95
C -2.18 4.29 4.16
C 5.25 0.96 2.09
C -2.19 -1.81 2.77
C -0.94 -3.66 1.59
H -2.87 -3.24 -0.32
H 0.17 0.85 -7.25
H -3.01 -3.65 2.06
H -4.55 -0.05 -6.65
H -1.85 -2.20 3.73
H 4.28 0.67 6.57
H 2.30 2.44 -0.72
H -3.43 -1.12 -5.80
H -0.34 4.67 5.17
H 2.33 -3.01 -1.42
H 3.67 1.61 -1.46
H 2.49 -1.55 2.08
H 0.14 -6.88 1.56
H 1.17 3.11 1.06
H -3.54 -1.77 0.42
H -1.89 -5.52 1.94
H -3.88 3.84 2.95
H 3.36 -2.93 2.74
H 3.47 -3.98 0.53
H 1.85 0.55 6.09
H -4.80 0.07 -4.18
H 1.03 3.72 3.35
H -3.58 2.67 -5.18
H 5.88 0.88 4.68
H 5.41 1.23 -0.03
H 4.18 -1.82 1.63
H -5.24 2.16 -5.54
H -3.16 -1.34 2.89
H 6.31 0.93 2.27
H -4.03 0.73 -2.13
H -2.74 1.58 -7.04
H -4.73 2.47 -3.87
H -2.16 0.00 -7.54
H 2.25 -5.74 0.96
H -1.85 -1.83 -0.07
H -0.27 2.80 0.05
H 2.16 0.74 -1.12
H 3.62 -1.93 -0.87
H -2.54 2.92 1.12
H 1.93 -1.56 -0.50
H 1.69 0.45 -3.28
H -1.50 -1.03 2.45
*
```

Properties
- Orbital gap (spin up / spin down): 5.50 / 5.46 eV
- Electronic energy: -2767.19910 Ha
- E_HOMO (spin up / spin down): -3.79 / -3.75 eV
- F_max: 2.24 eV Å⁻¹

=====

4.
C43H43BBrGeN5O2ReS as an isolated structure. Source: OMol25; level of theory: wB97M-V/def2-TZVPD.

```
! RIJCOSX wB97M-V def2-TZVPD def2/J DEFGRID3
* xyz 0 2
Re 0.72 -0.53 0.13
Br 4.10 1.29 5.83
Ge 1.75 1.38 -1.54
S 2.88 -1.54 -0.11
O 0.51 2.62 0.97
O -1.19 1.30 1.76
N 3.50 -3.38 -1.90
N -0.41 -1.52 1.01
N -1.47 0.37 -1.44
N 0.52 -1.54 -1.82
N 1.44 -2.49 -2.21
C 1.94 0.19 4.34
C -3.27 -0.97 0.89
C 3.65 -0.76 -4.76
C 2.98 0.86 1.86
C 5.00 -0.57 -4.47
C -1.36 2.59 2.21
C 0.76 -3.60 2.45
C 3.15 0.85 4.25
C -3.25 1.66 -2.37
C 1.36 -4.29 3.68
C -2.89 -3.68 3.53
C 5.36 0.19 -3.37
C -2.66 -1.97 1.84
C -0.45 -1.42 -2.65
C 2.54 -2.50 -1.52
C -2.32 1.38 -1.37
C -0.70 -3.26 2.60
C 4.38 0.76 -2.57
C 3.68 1.18 3.02
C -3.30 0.83 -3.48
C -0.26 4.73 2.01
C -0.33 3.38 1.73
C -1.27 4.22 -3.96
C -2.37 3.10 2.99
C 0.97 -4.46 1.20
C -0.81 3.04 -4.54
C 0.51 2.53 -2.57
C 0.07 2.22 -3.85
C 2.68 -0.19 -3.95
C -3.45 -2.71 2.71
C -0.84 4.56 -2.69
C -1.49 -0.40 -2.53
C -1.28 -2.25 1.80
C -1.27 5.25 2.81
C -2.30 4.46 3.29
C 0.04 3.73 -2.01
C 1.25 -0.13 3.18
C -1.53 -3.96 3.47
C 1.75 0.19 1.91
C -4.38 -0.13 1.52
C 3.02 0.59 -2.84
C -3.77 -1.69 -0.36
C -2.40 -0.22 -3.56
B 0.01 1.31 1.01
H 3.42 1.14 0.92
H -1.96 4.86 -4.50
H -2.96 -2.26 -0.83
H 6.40 0.34 -3.13
H 1.31 -2.67 2.31
H -2.47 -0.29 0.61
H -4.14 -0.97 -1.09
H -1.18 5.48 -2.23
H -4.66 0.67 0.84
H 4.63 1.69 2.95
H -2.27 2.00 -0.48
H 4.43 -3.22 -1.56
H -4.57 -2.38 -0.11
H 0.44 -5.41 1.31
H 1.64 -0.37 -4.20
H 2.44 -4.38 3.55
H 3.42 -3.74 -2.84
H -3.07 4.90 3.91
H -1.13 2.78 -5.55
H 2.67 2.39 -0.83
H 2.03 -4.67 1.06
H 1.52 -0.06 5.31
H 0.96 -5.30 3.81
H -0.45 -2.07 -3.52
H -4.04 0.33 2.45
H -3.52 -4.23 4.22
H -2.39 -0.89 -4.42
H -4.02 1.00 -4.27
H 0.42 1.32 -4.35
H 0.39 4.02 -1.03
H -1.25 6.31 3.07
H -3.91 2.51 -2.27
H 5.76 -1.01 -5.11
H 1.18 -3.72 4.59
H 3.36 -1.34 -5.62
H 0.29 -0.62 3.27
H -4.51 -2.51 2.77
H 4.68 1.36 -1.72
H -1.12 -4.72 4.10
H 0.56 5.33 1.64
H -3.17 2.47 3.37
H -5.27 -0.72 1.73
H 0.60 -3.96 0.31
*
```

Properties
- Orbital gap (spin up / spin down): 6.18 / 6.58 eV
- Electronic energy: -7240.98270 Ha
- E_HOMO (spin up / spin down): -7.20 / -7.54 eV
- F_max: 0.47 eV Å⁻¹

=====

5.
C43H43BCsGeN8S2 as an isolated structure. Source: OMol25; level of theory: wB97M-V/def2-TZVPD.

```
! RIJCOSX wB97M-V def2-TZVPD def2/J DEFGRID3
* xyz -2 2
Cs 0.87 -1.31 0.47
Ge -0.24 1.61 1.79
S 4.26 -0.35 0.76
S 0.46 -2.93 -3.19
N -0.88 -2.93 2.33
N -2.50 -3.45 -0.27
N 3.46 -0.04 -2.25
N -0.52 -5.03 -0.06
N 0.71 -4.78 0.43
N -2.41 -2.13 -0.06
N -1.54 -4.06 2.04
N 0.16 0.16 -2.90
C -1.73 0.51 5.73
C -3.19 -3.71 -1.40
C -1.87 -0.25 -5.99
C -1.86 -4.73 3.18
C -0.77 0.97 -2.12
C -0.45 -0.45 -4.03
C -1.23 0.31 -4.89
C -0.43 -5.74 -1.21
C -1.68 0.92 4.41
C 4.04 1.10 -1.62
C 5.04 2.22 0.28
C 4.48 1.05 -0.27
C 5.12 3.41 -0.43
C -4.86 2.90 1.11
C 4.12 2.31 -2.31
C -3.92 3.90 1.33
C 0.85 4.24 0.99
C 1.71 6.03 2.35
C 1.57 -5.33 -0.42
C -0.78 -2.87 3.65
C 1.38 0.94 -3.20
C 4.65 3.46 -1.73
C -3.11 1.26 1.24
C -2.58 3.57 1.51
C -2.14 2.24 1.48
C 0.66 0.35 5.78
C -3.57 -2.51 -1.96
C -0.46 1.06 3.73
C -3.05 -1.55 -1.07
C -0.33 -1.84 -4.27
C 2.66 0.13 -3.43
C 0.70 0.75 4.45
C -4.45 1.57 1.06
C -1.38 -4.00 4.25
C 1.40 5.51 1.10
C -0.97 -2.39 -5.40
C 4.28 -1.24 -2.33
C -0.57 0.23 6.43
C 0.58 3.45 2.11
C 0.90 -5.96 -1.49
C 1.46 5.26 3.48
C -1.73 -1.61 -6.24
C 0.90 4.00 3.36
B -1.84 -4.55 0.62
H 4.67 4.39 -2.30
H 1.33 -6.48 -2.32
H 3.63 -2.12 -2.41
H 1.21 1.59 -4.07
H -1.72 0.44 -2.00
H 5.53 4.30 0.04
H -0.35 1.13 -1.13
H 1.71 5.66 4.46
H -1.31 -6.04 -1.76
H -4.24 4.94 1.37
H 5.36 2.17 1.31
H 3.78 2.38 -3.34
H -5.18 0.78 0.89
H 2.36 -0.87 -3.73
H -2.60 -5.49 0.68
H 1.54 1.59 -2.34
H -5.91 3.15 0.97
H 3.24 0.55 -4.27
H -2.69 0.41 6.23
H -0.87 -3.45 -5.57
H -2.47 0.37 -6.63
H -1.33 1.37 -4.70
H 1.60 6.10 0.20
H -2.80 0.21 1.21
H 2.63 -5.26 -0.23
H 0.71 3.43 4.26
H 1.67 0.82 3.95
H 2.15 7.02 2.44
H -0.61 -0.09 7.47
H -0.98 1.96 -2.57
H -1.86 4.36 1.69
H -1.46 -4.23 5.29
H 4.89 -1.35 -1.45
H 0.63 3.84 0.00
H 1.58 0.13 6.32
H -3.12 -0.47 -1.12
H -3.37 -4.72 -1.73
H -2.60 1.14 3.89
H -4.14 -2.34 -2.86
H -2.23 -2.06 -7.09
H 4.93 -1.21 -3.23
H -0.30 -2.02 4.12
H -2.39 -5.67 3.15
*
```

Properties
- Orbital gap (spin up / spin down): 5.00 / 3.40 eV
- Electronic energy: -5020.78938 Ha
- E_HOMO (spin up / spin down): -1.46 / -1.45 eV
- F_max: 0.82 eV Å⁻¹

=====

Please write out number 5 again, unchanged.
C43H43BCsGeN8S2 as an isolated structure. Source: OMol25; level of theory: wB97M-V/def2-TZVPD.

```
! RIJCOSX wB97M-V def2-TZVPD def2/J DEFGRID3
* xyz -2 2
Cs 0.87 -1.31 0.47
Ge -0.24 1.61 1.79
S 4.26 -0.35 0.76
S 0.46 -2.93 -3.19
N -0.88 -2.93 2.33
N -2.50 -3.45 -0.27
N 3.46 -0.04 -2.25
N -0.52 -5.03 -0.06
N 0.71 -4.78 0.43
N -2.41 -2.13 -0.06
N -1.54 -4.06 2.04
N 0.16 0.16 -2.90
C -1.73 0.51 5.73
C -3.19 -3.71 -1.40
C -1.87 -0.25 -5.99
C -1.86 -4.73 3.18
C -0.77 0.97 -2.12
C -0.45 -0.45 -4.03
C -1.23 0.31 -4.89
C -0.43 -5.74 -1.21
C -1.68 0.92 4.41
C 4.04 1.10 -1.62
C 5.04 2.22 0.28
C 4.48 1.05 -0.27
C 5.12 3.41 -0.43
C -4.86 2.90 1.11
C 4.12 2.31 -2.31
C -3.92 3.90 1.33
C 0.85 4.24 0.99
C 1.71 6.03 2.35
C 1.57 -5.33 -0.42
C -0.78 -2.87 3.65
C 1.38 0.94 -3.20
C 4.65 3.46 -1.73
C -3.11 1.26 1.24
C -2.58 3.57 1.51
C -2.14 2.24 1.48
C 0.66 0.35 5.78
C -3.57 -2.51 -1.96
C -0.46 1.06 3.73
C -3.05 -1.55 -1.07
C -0.33 -1.84 -4.27
C 2.66 0.13 -3.43
C 0.70 0.75 4.45
C -4.45 1.57 1.06
C -1.38 -4.00 4.25
C 1.40 5.51 1.10
C -0.97 -2.39 -5.40
C 4.28 -1.24 -2.33
C -0.57 0.23 6.43
C 0.58 3.45 2.11
C 0.90 -5.96 -1.49
C 1.46 5.26 3.48
C -1.73 -1.61 -6.24
C 0.90 4.00 3.36
B -1.84 -4.55 0.62
H 4.67 4.39 -2.30
H 1.33 -6.48 -2.32
H 3.63 -2.12 -2.41
H 1.21 1.59 -4.07
H -1.72 0.44 -2.00
H 5.53 4.30 0.04
H -0.35 1.13 -1.13
H 1.71 5.66 4.46
H -1.31 -6.04 -1.76
H -4.24 4.94 1.37
H 5.36 2.17 1.31
H 3.78 2.38 -3.34
H -5.18 0.78 0.89
H 2.36 -0.87 -3.73
H -2.60 -5.49 0.68
H 1.54 1.59 -2.34
H -5.91 3.15 0.97
H 3.24 0.55 -4.27
H -2.69 0.41 6.23
H -0.87 -3.45 -5.57
H -2.47 0.37 -6.63
H -1.33 1.37 -4.70
H 1.60 6.10 0.20
H -2.80 0.21 1.21
H 2.63 -5.26 -0.23
H 0.71 3.43 4.26
H 1.67 0.82 3.95
H 2.15 7.02 2.44
H -0.61 -0.09 7.47
H -0.98 1.96 -2.57
H -1.86 4.36 1.69
H -1.46 -4.23 5.29
H 4.89 -1.35 -1.45
H 0.63 3.84 0.00
H 1.58 0.13 6.32
H -3.12 -0.47 -1.12
H -3.37 -4.72 -1.73
H -2.60 1.14 3.89
H -4.14 -2.34 -2.86
H -2.23 -2.06 -7.09
H 4.93 -1.21 -3.23
H -0.30 -2.02 4.12
H -2.39 -5.67 3.15
*
```

Properties
- Orbital gap (spin up / spin down): 5.00 / 3.40 eV
- Electronic energy: -5020.78938 Ha
- E_HOMO (spin up / spin down): -1.46 / -1.45 eV
- F_max: 0.82 eV Å⁻¹

=====

Question: What is the formula in the third record?
Answer: C43H42F2N2O4RuS

=====

Copy entry 3 word for word.
C43H42F2N2O4RuS as an isolated structure in a non-equilibrium geometry. Source: OMol25; level of theory: wB97M-V/def2-TZVPD.

```
! RIJCOSX wB97M-V def2-TZVPD def2/J DEFGRID3
* xyz -1 2
Ru 0.39 0.51 1.17
S 0.36 0.47 3.79
F 2.30 0.75 -5.80
F -2.93 4.82 5.17
O -3.69 0.87 0.06
O -1.65 0.59 0.82
O 0.29 -0.01 -1.26
O 0.34 -1.69 1.18
N 2.49 0.95 1.61
N -2.83 0.54 -3.82
C 2.85 1.50 -0.75
C -2.25 -2.92 1.73
C 2.07 0.69 3.98
C -2.49 0.67 -0.12
C -0.95 -5.03 1.69
C -0.67 0.32 -2.00
C -3.02 0.61 -2.48
C 1.43 -3.79 1.04
C -1.54 0.57 -4.33
C -3.99 0.62 -4.68
C 3.92 0.72 5.55
C 3.37 1.16 0.60
C -0.05 3.74 3.26
C 1.35 -5.16 1.15
C -1.32 0.66 -5.71
C -2.47 0.58 -6.68
C 0.27 -2.96 1.27
C -0.02 0.75 -6.19
C -0.80 4.27 4.28
C 1.04 0.69 -5.30
C 2.66 -2.36 -0.61
C -4.41 2.08 -4.84
C 4.81 0.83 4.50
C 2.57 0.65 5.29
C -2.02 0.52 -1.56
C -2.66 -2.41 0.35
C -0.45 0.49 -3.43
C 0.18 2.65 1.03
C 2.96 0.84 2.89
C -2.81 3.81 3.03
C 3.23 -2.31 1.86
C -0.65 3.22 2.10
C 0.18 -5.80 1.48
C -3.67 -0.07 -6.00
C 4.74 1.11 0.81
C 2.75 -3.16 0.69
C -2.04 3.29 2.00
C 4.36 0.88 3.18
C 0.85 0.54 -3.95
C -2.18 4.29 4.16
C 5.25 0.96 2.09
C -2.19 -1.81 2.77
C -0.94 -3.66 1.59
H -2.87 -3.24 -0.32
H 0.17 0.85 -7.25
H -3.01 -3.65 2.06
H -4.55 -0.05 -6.65
H -1.85 -2.20 3.73
H 4.28 0.67 6.57
H 2.30 2.44 -0.72
H -3.43 -1.12 -5.80
H -0.34 4.67 5.17
H 2.33 -3.01 -1.42
H 3.67 1.61 -1.46
H 2.49 -1.55 2.08
H 0.14 -6.88 1.56
H 1.17 3.11 1.06
H -3.54 -1.77 0.42
H -1.89 -5.52 1.94
H -3.88 3.84 2.95
H 3.36 -2.93 2.74
H 3.47 -3.98 0.53
H 1.85 0.55 6.09
H -4.80 0.07 -4.18
H 1.03 3.72 3.35
H -3.58 2.67 -5.18
H 5.88 0.88 4.68
H 5.41 1.23 -0.03
H 4.18 -1.82 1.63
H -5.24 2.16 -5.54
H -3.16 -1.34 2.89
H 6.31 0.93 2.27
H -4.03 0.73 -2.13
H -2.74 1.58 -7.04
H -4.73 2.47 -3.87
H -2.16 0.00 -7.54
H 2.25 -5.74 0.96
H -1.85 -1.83 -0.07
H -0.27 2.80 0.05
H 2.16 0.74 -1.12
H 3.62 -1.93 -0.87
H -2.54 2.92 1.12
H 1.93 -1.56 -0.50
H 1.69 0.45 -3.28
H -1.50 -1.03 2.45
*
```

Properties
- Orbital gap (spin up / spin down): 5.50 / 5.46 eV
- Electronic energy: -2767.19910 Ha
- E_HOMO (spin up / spin down): -3.79 / -3.75 eV
- F_max: 2.24 eV Å⁻¹